The following is a quantum chemistry calculation of C25H30MnNOP2S3 as an isolated structure at a distorted geometry, from OMol25.

The geometry in XYZ format:
```
63
Properties=species:S:1:pos:R:3:mulliken_charge:R:1
C 1.7937 3.0793 -2.6172 0.842
C 4.8812 -1.6453 0.7587 -0.829
H 3.6337 0.0915 0.9880 0.454
N 0.4630 1.3607 -1.7909 0.416
H -3.8424 0.5380 -2.9144 0.575
P -1.9118 -0.7988 -2.3344 1.148
C 1.0105 -0.2133 3.7658 -0.356
H -2.1881 -1.0133 1.9997 0.147
H 5.8588 -3.5376 0.5307 0.465
H -0.7029 -1.1661 -4.3844 0.442
S 1.4721 -0.9892 -2.1723 -0.169
H 3.0323 4.6760 -3.3590 0.458
C -0.1313 -2.2942 3.2016 -0.362
H -0.1590 -1.7511 6.5424 0.461
H -3.6342 0.0159 1.9415 0.509
C -0.3875 -2.5008 4.5476 -0.759
H -0.9218 -3.3899 4.8540 0.468
H -2.7210 2.6594 1.5569 0.508
C -2.8868 -0.5029 1.3395 -0.916
H -1.2812 3.4385 -1.1717 0.225
C 1.5174 0.6957 -2.3240 0.517
C 4.9095 -3.0288 0.6314 -0.479
H -4.2214 -0.6346 -1.6643 0.440
H -3.3845 -1.2454 0.7153 0.344
H 5.8001 -1.0751 0.7634 0.463
C -0.0267 5.0234 -1.8840 -1.021
S 0.9722 -0.8729 1.1224 0.039
C 3.7313 -3.7685 0.6330 -0.889
H 3.7583 -4.8454 0.5372 0.460
C -1.5306 -0.5248 -4.0835 -1.381
C 2.5076 -3.1331 0.7699 -0.270
H 1.5626 0.6666 3.4555 0.480
C 2.5056 -1.7509 0.8922 0.776
C -3.3186 1.2041 -0.9204 -0.596
S 2.7424 1.6729 -3.0281 -0.068
P -2.0410 0.7273 0.3032 0.776
C 0.7481 -0.4436 5.1074 -0.822
H -1.3686 1.8248 2.3438 0.393
H -4.2509 1.3832 -0.3819 0.630
O -0.1162 -1.6421 0.3258 -0.341
H -0.7303 5.8013 -1.6203 0.456
C -0.3362 3.7102 -1.6205 -0.073
H -2.4918 -2.8633 -1.1820 0.354
H 1.3970 6.4131 -2.7001 0.447
C 3.6670 -0.9871 0.8807 -0.308
H -1.0689 2.8668 0.9400 0.403
H -1.2782 0.5178 -4.2780 0.385
C -3.4855 0.1065 -1.9789 -1.249
C 0.5858 2.7160 -1.9729 -0.169
Mn -0.2334 -0.2012 -0.8290 0.059
C 2.1051 4.4033 -2.8728 -0.613
H -3.1338 -2.7855 -2.8444 0.496
C -1.7662 2.1592 1.3849 -1.361
H -3.0246 2.1470 -1.3839 0.371
C -2.2739 -2.5683 -2.2074 -1.368
C 1.1860 5.3715 -2.4986 -0.531
H 1.0938 0.2659 5.8468 0.464
C 0.5679 -1.1509 2.8417 0.908
H -2.4133 -0.7866 -4.6698 0.494
H -1.4175 -3.1375 -2.5706 0.419
C 0.0479 -1.5795 5.4946 -0.529
H 1.5841 -3.6985 0.7874 0.393
H -0.4549 -3.0100 2.4567 0.375
```

- Spin multiplicity: 2
- Energy above the lowest of the compared OMol25 structures with the same formula, charge and spin: 0.0 kJ/mol
- M: 573.6 g/mol
- HOMO energy (spin up / spin down): -17.32 / -17.33 eV
- Charge: +3
- LUMO level (spin up / spin down): -0.448 / -0.448 hartree